# C5H7Cl2N2

The ion C5H7Cl2N2 with charge +1 (ωB97M-V/def2-TZVPD, the OMol25 dataset).

Calculated total energy, eV: -33311.9482
Strongest force on any atom, Eh/bohr: 0.10937
HOMO-LUMO gap (alpha / beta), eV: 5.2 / 9.4
Energy above the lowest of the compared OMol25 structures with the same formula, charge and spin, eV: 3.779
Highest occupied orbital energy (alpha / beta), eV: -11.9 / -14.0
Multiplicity: 1
Net charge: +1

Last column: Mulliken charge in e.
Geometry (Å):
C: 2.16079 -0.98463 -0.54116  -0.0394
C: 0.18932 -2.28657 0.13661  -0.0878
C: -1.17528 -0.31629 0.51192  -0.0013
C: -0.90060 0.27157 -0.84151  0.1253
C: -0.37205 1.68746 -0.87448  -0.9189
N: 1.22799 -1.60560 -0.03825  0.0082
N: -0.96800 -1.69762 0.52559  -0.1307
Cl: -2.88810 0.05955 0.96529  -0.1306
Cl: -1.05680 -0.68839 -2.19941  -0.0999
H: 2.94603 -0.47011 0.01266  0.3308
H: 0.40122 -3.33934 0.44698  0.3758
H: -0.51820 0.02195 1.28584  0.3618
H: 0.26001 1.84152 0.02434  0.2905
H: -1.29815 2.34041 -0.69896  0.3087
H: 0.24809 2.07192 -1.81396  0.3363
H: -1.79974 -2.28807 0.49643  0.2712

# C5H8O

A structure of composition C5H8O (ωB97M-V/def2-TZVPD, the OMol25 dataset).

Calculated total energy, eV: -7359.2669
Strongest force on any atom, Eh/bohr: 0.03793
HOMO-LUMO gap, eV: 9.8
Energy above the lowest of the compared OMol25 structures with the same formula, charge and spin, eV: 2.988
Highest occupied orbital energy, eV: -8.7
Multiplicity: 1

Last column: Mulliken charge in e.
Geometry (Å):
C: -1.26432 -0.64838 0.78484  -1.3227
C: -0.43746 -0.64528 -0.46472  0.0058
C: 0.34382 0.48509 -1.05170  -0.4046
C: 0.78221 1.38029 0.09679  -0.3692
O: 1.46591 0.28191 0.75325  -0.4426
C: 1.07531 -0.58065 -0.30269  -0.3250
H: -0.62695 -0.35194 1.62499  0.3292
H: -1.61252 -1.66893 0.98147  0.3638
H: -2.12545 0.01751 0.73176  0.2735
H: -0.71141 -1.36740 -1.23977  0.4807
H: 0.33596 0.75226 -2.10042  0.3818
H: -0.02529 1.77002 0.72973  0.2264
H: 1.46395 2.18684 -0.18383  0.2944
H: 1.33623 -1.61135 -0.35968  0.5085

Repeat the first record exactly.
# C5H7Cl2N2

The ion C5H7Cl2N2 with charge +1 (ωB97M-V/def2-TZVPD, the OMol25 dataset).

Calculated total energy, eV: -33311.9482
Strongest force on any atom, Eh/bohr: 0.10937
HOMO-LUMO gap (alpha / beta), eV: 5.2 / 9.4
Energy above the lowest of the compared OMol25 structures with the same formula, charge and spin, eV: 3.779
Highest occupied orbital energy (alpha / beta), eV: -11.9 / -14.0
Multiplicity: 1
Net charge: +1

Last column: Mulliken charge in e.
Geometry (Å):
C: 2.16079 -0.98463 -0.54116  -0.0394
C: 0.18932 -2.28657 0.13661  -0.0878
C: -1.17528 -0.31629 0.51192  -0.0013
C: -0.90060 0.27157 -0.84151  0.1253
C: -0.37205 1.68746 -0.87448  -0.9189
N: 1.22799 -1.60560 -0.03825  0.0082
N: -0.96800 -1.69762 0.52559  -0.1307
Cl: -2.88810 0.05955 0.96529  -0.1306
Cl: -1.05680 -0.68839 -2.19941  -0.0999
H: 2.94603 -0.47011 0.01266  0.3308
H: 0.40122 -3.33934 0.44698  0.3758
H: -0.51820 0.02195 1.28584  0.3618
H: 0.26001 1.84152 0.02434  0.2905
H: -1.29815 2.34041 -0.69896  0.3087
H: 0.24809 2.07192 -1.81396  0.3363
H: -1.79974 -2.28807 0.49643  0.2712